--- i ---
ORCA calculation (ωB97M-V/def2-TZVPD) on C3H11N3O in the gas phase.

Output
* total charge: 0
* HOMO: -9.2322 eV
* HOMO-LUMO gap: 10.149 eV
* structure (SMILES): CNC(N)(N)CO

Last column: natural (NBO) charge in e.
Geometry (Å):
1 C 0.409 0.049 0.019  0.37
2 C 0.951 -0.144 1.460  -0.08
3 C -1.613 -0.430 -1.297  -0.42
4 N -0.983 -0.416 0.016  -0.66
5 N 0.467 1.444 -0.398  -0.87
6 N 1.257 -0.714 -0.860  -0.84
7 O 0.270 0.644 2.406  -0.72
8 H -0.599 0.256 2.554  0.47
9 H -1.514 0.214 0.610  0.35
10 H 0.253 2.035 0.400  0.37
11 H 1.012 -0.520 -1.824  0.37
12 H 1.408 1.664 -0.704  0.37
13 H 1.128 -1.704 -0.689  0.37
14 H 1.993 0.183 1.478  0.19
15 H 0.908 -1.207 1.720  0.17
16 H -2.674 -0.631 -1.164  0.20
17 H -1.489 0.516 -1.837  0.19
18 H -1.186 -1.239 -1.890  0.19


--- ii ---
ORCA calculation (ωB97M-V/def2-TZVPD) on a molecular structure, C3H11N3O.

Output
* total charge: 0
* HOMO: -8.4095 eV
* HOMO-LUMO gap: 9.236 eV

Last column: natural (NBO) charge in e.
Geometry (Å):
1 C 1.425 1.332 0.334  -0.71
2 C 0.298 0.590 -0.303  0.59
3 N -2.288 0.911 -0.095  -0.49
4 O -1.051 0.894 0.632  -0.49
5 N 0.021 0.366 -1.512  -0.81
6 H -2.441 1.900 -0.280  0.34
7 H -2.050 0.487 -1.000  0.37
8 H 0.763 0.588 -2.167  0.38
9 H 1.356 1.312 1.420  0.24
10 H 1.406 2.372 -0.003  0.24
11 H 2.372 0.875 0.041  0.23
12 C 0.223 -1.340 0.806  -0.57
13 N -0.352 -2.238 -0.168  -0.86
14 H 0.158 -3.111 -0.245  0.35
15 H -0.350 -1.785 -1.083  0.36
16 H 1.317 -1.344 0.867  0.17
17 H -0.140 -1.577 1.819  0.21
18 H -0.666 -0.232 0.939  0.45


Short version: i is the most stable of them.


--- i ---
ORCA calculation (ωB97M-V/def2-TZVPD) on 2 unconnected molecules or ions with the total composition CH4Cl2OSi.

Output
* total charge: 0
* HOMO: -11.1327 eV
* HOMO-LUMO gap: 11.228 eV
* structure (SMILES): C[Si](=O)Cl.Cl

Last column: natural (NBO) charge in e.
Geometry (Å):
1 C -0.640 0.914 -0.618  -1.16
2 O 1.322 -1.477 -0.425  -1.17
3 Si -0.050 -0.906 -0.697  1.90
4 Cl 1.412 0.013 2.713  -0.25
5 Cl -1.700 -1.815 -1.202  -0.36
6 H -0.067 1.145 0.302  0.26
7 H -0.258 1.652 -1.236  0.26
8 H -1.769 0.998 -0.567  0.26
9 H 1.750 -0.525 1.729  0.26


--- ii ---
ORCA calculation (ωB97M-V/def2-TZVPD) on 2 unconnected molecules or ions with the total composition CH4Cl2OSi.

Output
* total charge: 0
* HOMO: -10.9994 eV
* HOMO-LUMO gap: 11.036 eV
* structure (SMILES): C[Si](=O)Cl.Cl

Last column: natural (NBO) charge in e.
Geometry (Å):
1 C -2.158 -0.006 0.228  -1.16
2 O 0.657 -0.792 -0.758  -1.16
3 Si -0.350 0.216 -0.266  1.91
4 Cl 5.249 -0.672 0.189  -0.28
5 Cl 0.137 2.146 -0.030  -0.38
6 H -2.442 0.661 1.040  0.26
7 H -2.817 0.210 -0.612  0.27
8 H -2.355 -1.028 0.539  0.26
9 H 4.080 -0.736 -0.329  0.28


Short version: ii is the most stable of them.


--- i ---
ORCA calculation (ωB97M-V/def2-TZVPD) on 2 unconnected molecules or ions with the total composition H2N2O3S.

Output
* total charge: 0
* HOMO: -9.5206 eV
* HOMO-LUMO gap: 7.925 eV

Last column: natural (NBO) charge in e.
Geometry (Å):
1 N 0.679 1.173 -0.538  -0.20
2 N 0.934 0.143 -0.100  0.02
3 O -3.119 0.526 0.718  -0.80
4 O -1.533 -1.094 -0.160  -0.87
5 O 2.316 -0.311 0.277  -0.67
6 S -2.585 -0.145 -0.432  1.68
7 H 0.361 -0.689 0.141  0.38
8 H 2.947 0.398 0.094  0.47


--- ii ---
ORCA calculation (ωB97M-V/def2-TZVPD) on H2N2O3S in the gas phase.

Output
* total charge: 0
* HOMO: -10.2590 eV
* HOMO-LUMO gap: 9.611 eV

Last column: natural (NBO) charge in e.
Geometry (Å):
1 N -0.591 -1.360 0.131  -0.98
2 N 0.035 1.185 -0.200  0.43
3 O 0.054 2.039 -1.037  -0.34
4 O -0.324 1.147 0.903  -0.33
5 O 2.128 -0.445 0.064  -0.82
6 S 0.642 -0.564 -0.758  1.24
7 H -1.481 -0.905 -0.257  0.39
8 H -0.464 -1.097 1.154  0.42


Short version: i is the most stable of them.


--- i ---
ORCA calculation (ωB97M-V/def2-TZVPD) on H2N2O3S in the gas phase.

Output
* total charge: 0
* HOMO: -10.1957 eV
* HOMO-LUMO gap: 10.632 eV
* structure (SMILES): O=[N+]([O-])N(O)S

Last column: natural (NBO) charge in e.
Geometry (Å):
1 N -1.140 0.035 -0.190  0.62
2 N 0.223 0.017 0.150  -0.21
3 O -1.694 1.085 -0.055  -0.37
4 O -1.550 -0.984 -0.661  -0.37
5 O 0.629 1.082 0.922  -0.51
6 S 0.995 -1.481 0.360  0.24
7 H 1.001 1.769 0.344  0.48
8 H 1.537 -1.524 -0.870  0.12


--- ii ---
ORCA calculation (ωB97M-V/def2-TZVPD) on H2N2O3S in the gas phase.

Output
* total charge: 0
* HOMO: -9.9706 eV
* HOMO-LUMO gap: 10.198 eV
* structure (SMILES): O=[N+]([O-])ONS

Last column: natural (NBO) charge in e.
Geometry (Å):
1 N 0.106 -1.169 -0.284  -0.44
2 N 0.670 1.221 0.017  0.73
3 O 0.949 0.786 1.101  -0.42
4 O 0.796 2.293 -0.413  -0.31
5 O 0.237 0.295 -0.874  -0.28
6 S -1.350 -1.335 0.614  0.18
7 H 0.878 -0.927 0.369  0.39
8 H -2.286 -1.164 -0.531  0.15


--- iii ---
ORCA calculation (ωB97M-V/def2-TZVPD) on 2 unconnected molecules or ions with the total composition H2N2O3S.

Output
* total charge: 0
* HOMO: -10.3013 eV
* HOMO-LUMO gap: 10.069 eV

Last column: natural (NBO) charge in e.
Geometry (Å):
1 N -0.707 -1.013 0.884  -0.21
2 N -0.112 -0.272 0.168  0.05
3 O -3.208 -0.659 -0.866  -0.88
4 O -2.359 1.250 0.064  -0.92
5 O 1.211 -0.196 -0.284  -0.57
6 S -2.868 -0.020 0.389  1.68
7 H -0.611 0.383 -0.418  0.37
8 H 1.941 -0.800 0.158  0.50


Short version: iii is the most stable of them.


--- i ---
ORCA calculation (ωB97M-V/def2-TZVPD) on H2N2O3S in the gas phase.

Output
* total charge: 0
* HOMO: -9.5915 eV
* HOMO-LUMO gap: 9.724 eV

Last column: natural (NBO) charge in e.
Geometry (Å):
1 N 0.520 0.988 1.117  -1.01
2 N -0.293 -1.053 -1.260  0.72
3 O -0.280 -0.663 -2.395  -0.32
4 O -1.035 -0.284 -0.375  -0.55
5 O 0.331 -1.998 -0.816  -0.36
6 S -0.844 0.038 1.249  0.74
7 H 0.273 1.899 0.772  0.38
8 H 1.327 1.073 1.707  0.41


--- ii ---
ORCA calculation (ωB97M-V/def2-TZVPD) on 2 unconnected molecules or ions with the total composition H2N2O3S.

Output
* total charge: 0
* HOMO (spin up / spin down): -9.1385 / -8.1192 eV
* HOMO-LUMO gap (spin up / spin down): 8.626 / 7.310 eV

Last column: natural (NBO) charge in e.
Geometry (Å):
1 N -0.523 -0.841 1.028  -1.10
2 N 0.953 1.315 -0.750  0.46
3 O 1.440 0.854 -1.722  -0.32
4 O 1.180 2.199 -0.020  -0.32
5 O -1.174 -1.029 -1.334  -0.86
6 S -1.121 -0.053 -0.281  1.31
7 H -0.609 -0.658 2.073  0.43
8 H -0.145 -1.788 1.007  0.42


--- iii ---
ORCA calculation (ωB97M-V/def2-TZVPD) on H2N2O3S in the gas phase.

Output
* total charge: 0
* HOMO: -10.8084 eV
* HOMO-LUMO gap: 9.862 eV

Last column: natural (NBO) charge in e.
Geometry (Å):
1 N 0.381 0.678 0.382  -0.49
2 N 1.077 -0.258 -0.124  0.22
3 O -1.369 -1.301 0.221  -0.96
4 O -1.993 0.756 -0.874  -0.89
5 O 2.259 -0.438 -0.484  -0.36
6 S -1.687 0.144 0.393  1.67
7 H 0.682 1.622 0.416  0.39
8 H 0.649 -1.203 0.070  0.41


Short version: iii is the most stable of them.


--- i ---
ORCA calculation (ωB97M-V/def2-TZVPD) on C5H9NO4 in the gas phase.

Output
* total charge: 0
* HOMO: -9.2747 eV
* HOMO-LUMO gap: 9.595 eV
* structure (SMILES): N[C@@H](CCC(=O)O)C(=O)O

Last column: natural (NBO) charge in e.
Geometry (Å):
1 C -0.892 0.654 0.091  -0.19
2 C -1.488 -0.735 -0.057  0.82
3 C 0.114 0.760 1.055  -0.42
4 C 1.170 -0.332 0.889  -0.55
5 C 2.168 0.131 -0.214  0.79
6 H -1.708 2.532 0.344  0.36
7 H -2.554 1.708 -0.635  0.38
8 H -0.239 0.819 -0.879  0.23
9 H -0.368 0.496 1.945  0.22
10 H 0.690 1.735 1.022  0.24
11 H 1.530 -0.692 1.900  0.24
12 H 0.681 -1.248 0.372  0.25
13 H 2.717 -1.592 -0.021  0.49
14 H -3.083 -1.529 -1.021  0.50
15 N -1.977 1.564 0.202  -0.83
16 O -1.276 -1.744 0.496  -0.58
17 O 1.795 0.996 -0.945  -0.58
18 O 3.235 -0.640 -0.417  -0.65
19 O -2.536 -0.618 -1.012  -0.73


--- ii ---
ORCA calculation (ωB97M-V/def2-TZVPD) on C5H9NO4 in the gas phase.

Output
* total charge: 0
* HOMO: -9.1639 eV
* HOMO-LUMO gap: 9.491 eV
* structure (SMILES): CN[C@@H](CC(=O)O)C(=O)O

Last column: natural (NBO) charge in e.
Geometry (Å):
1 C 2.632 -0.539 0.189  -0.44
2 C 0.367 -0.136 -0.531  -0.13
3 C -1.005 -0.831 -0.704  -0.49
4 C -1.967 -0.334 0.396  0.81
5 C 0.145 1.302 0.039  0.78
6 H 2.747 0.374 0.721  0.21
7 H 3.292 -1.240 0.680  0.20
8 H 3.063 -0.563 -0.812  0.20
9 H 0.964 -0.934 1.063  0.33
10 H 0.825 0.249 -1.478  0.23
11 H -1.284 -0.776 -1.609  0.22
12 H -1.034 -1.918 -0.526  0.25
13 H -3.893 -0.002 0.791  0.49
14 H -1.136 2.984 -0.293  0.53
15 N 1.182 -0.974 0.268  -0.56
16 O -3.278 -0.205 -0.070  -0.70
17 O -1.671 -0.200 1.559  -0.59
18 O -0.759 1.965 -0.647  -0.71
19 O 0.808 1.782 0.966  -0.61


Short version: i is the most stable of them.